{
  "formula": "C2H14NO4",
  "method": "wB97M-V/def2-TZVPD",
  "symbols": ["C", "C", "N", "H", "H", "H", "H", "H", "H", "H", "H", "O", "H", "H", "O", "H", "H", "O", "H", "H", "O"],
  "xyz": [[-0.1744, 1.3945, -1.3904], [0.0181, 0.5463, -2.3513], [-0.6670, 0.8837, -0.1018], [0.0452, 2.4387, -1.2604], [0.6467, 0.8223, -3.2893], [-0.1094, -0.5637, -2.2749], [-1.1846, 1.6635, 0.4560], [-1.3405, 0.1056, -0.2004], [0.0542, 0.7087, 0.6681], [-1.5177, 3.4562, 1.5109], [0.0470, 3.3765, 1.3821], [-0.7848, 2.9690, 1.2043], [-0.7078, -2.0834, 0.4176], [-1.6862, -2.0527, 1.6874], [-0.9960, -1.5383, 1.1219], [2.2714, -0.3748, 2.4157], [3.0508, -0.0477, 1.0281], [2.3712, -0.2525, 1.5538], [-0.6985, -3.7490, -1.1653], [0.7311, -3.6579, -1.6557], [0.1603, -3.4123, -0.9496]],
  "atomic_forces_ev_per_a": [[-0.0824, -0.0345, 2.1033], [2.4649, -1.2944, -2.9972], [-1.4390, 0.5718, 1.8482], [0.2087, 0.2201, -0.7937], [-1.6821, -0.1295, 1.6170], [-0.2837, 1.2184, 0.2395], [0.8925, -1.0509, -1.3927], [0.9883, -0.0922, 0.3542], [-0.5823, -0.6826, -1.6780], [-0.9433, 1.3908, 0.8313], [0.6312, 0.8092, 0.4615], [0.1125, -0.9271, -0.4873], [0.6770, -1.4499, -1.0063], [2.0245, 1.1799, -1.7335], [-2.6273, 0.1074, 2.7592], [0.8847, -0.5773, 5.4128], [4.5345, 1.0364, -1.5322], [-5.5925, -0.3292, -3.9732], [-0.6430, -0.5338, -0.3437], [0.7349, -0.3599, -0.8598], [-0.2780, 0.9271, 1.1708]],
  "lowdin_charge": [-0.16, 0.05, 0.10, 0.11, 0.12, 0.09, 0.11, 0.14, 0.16, 0.07, 0.08, 0.02, -0.03, 0.12, -0.07, -0.02, -0.02, 0.07, 0.04, 0.04, -0.02],
  "total_charge": 1,
  "e_above_lowest_kcal_mol": 52.4,
  "homo_lumo_gap_ev": 11.75,
  "energy_ev": -11973.1694,
  "largest_force_ev_per_a": 6.9
}



{
  "formula": "C27H30N5O5SeZr",
  "method": "wB97M-V/def2-TZVPD",
  "symbols": ["Zr", "N", "C", "C", "O", "N", "C", "C", "O", "O", "H", "H", "H", "H", "H", "H", "C", "O", "C", "C", "O", "C", "H", "H", "H", "H", "H", "H", "H", "H", "H", "H", "Se", "N", "C", "C", "C", "C", "N", "C", "N", "H", "H", "H", "C", "C", "C", "C", "C", "C", "C", "C", "C", "C", "C", "C", "C", "C", "H", "H", "H", "H", "H", "H", "H", "H", "H", "H", "H"],
  "xyz": [[0.1179, 0.6839, 0.4698], [0.9418, -1.3710, 1.2853], [0.0385, -1.9839, 2.3021], [-0.8411, -0.9046, 2.9008], [-1.1266, -0.9166, 4.0831], [-1.2310, 0.0076, 1.9654], [-2.2240, 0.9975, 2.3999], [-1.6005, 2.3578, 2.1451], [-1.6934, 3.3037, 2.8762], [-0.8404, 2.3474, 1.0339], [1.8521, -1.1803, 1.7015], [1.0954, -2.0333, 0.5259], [-0.6030, -2.7072, 1.8021], [0.5977, -2.4946, 3.0818], [-3.1343, 0.9111, 1.7982], [-2.4851, 0.8742, 3.4477], [-0.4861, 2.7600, -2.5826], [0.4177, 2.1933, -1.6278], [1.7505, 2.6619, -1.8090], [2.4773, 2.1779, -0.5846], [2.1978, 0.7735, -0.4312], [3.2044, -0.1005, -0.9564], [-0.5859, 3.8320, -2.4062], [-1.4430, 2.2687, -2.4608], [-0.1099, 2.5809, -3.5918], [1.7767, 3.7540, -1.8543], [2.1637, 2.2547, -2.7373], [2.0345, 2.6743, 0.2849], [3.5493, 2.3656, -0.5724], [4.1091, 0.0052, -0.3623], [3.3946, 0.1476, -2.0013], [2.8289, -1.1172, -0.8935], [0.7958, 1.9119, 4.2010], [2.2734, 1.9137, 5.1182], [3.2304, 1.4316, 4.3336], [4.5892, 1.2600, 4.7053], [5.4219, 0.7150, 3.7821], [4.9148, 0.3254, 2.5136], [3.6766, 0.4755, 2.1143], [2.8297, 1.0453, 3.0108], [1.5315, 1.2303, 2.7328], [4.9238, 1.5520, 5.6915], [6.4692, 0.5541, 3.9958], [5.5946, -0.1257, 1.7971], [-5.7102, -1.2255, -3.6524], [-5.9741, -0.3184, -2.6355], [-4.9306, 0.2132, -1.8950], [-3.6109, -0.1672, -2.1427], [-3.3571, -1.0677, -3.1785], [-4.3993, -1.5915, -3.9267], [-2.5409, 0.4123, -1.3045], [-1.3506, -0.1121, -0.9920], [-0.8755, -1.4734, -1.3137], [0.3101, -1.6526, -2.0348], [0.8623, -2.9178, -2.2050], [0.2432, -4.0273, -1.6469], [-0.9451, -3.8649, -0.9387], [-1.4971, -2.6053, -0.7719], [-6.5235, -1.6358, -4.2362], [-6.9931, -0.0218, -2.4247], [-5.1370, 0.9287, -1.1068], [-2.3375, -1.3465, -3.4100], [-4.1880, -2.2837, -4.7314], [-2.7894, 1.3864, -0.8832], [0.7768, -0.7858, -2.4941], [1.7683, -3.0407, -2.7862], [0.6708, -5.0120, -1.7793], [-1.4458, -4.7282, -0.5187], [-2.4203, -2.4747, -0.2195]],
  "atomic_forces_ev_per_a": [[-0.8019, 0.0785, -0.5393], [-0.0041, -0.1745, -0.0259], [0.2792, 0.1023, -0.1092], [0.0358, -0.1254, 0.1190], [-0.1620, 0.0042, -0.0458], [0.0289, 0.1710, 0.3624], [0.1853, -0.1814, -0.2074], [-0.1356, 0.1326, 0.2605], [-0.0347, 0.0615, -0.1717], [0.2041, -0.0648, -0.0323], [0.0200, -0.0016, -0.0227], [-0.0199, -0.0041, -0.0033], [0.0013, -0.0062, -0.0082], [0.0121, 0.0368, 0.0375], [0.0152, -0.0183, -0.0300], [0.0250, 0.0436, 0.0352], [-0.0223, 0.0411, 0.0241], [0.2435, 0.0452, 0.1655], [-0.1282, -0.0827, 0.0066], [-0.1291, 0.0800, 0.0883], [0.1297, -0.0994, 0.1424], [0.0704, 0.0240, -0.0395], [0.0030, 0.0001, 0.0021], [0.0060, -0.0084, 0.0049], [-0.0021, -0.0030, -0.0028], [0.0138, 0.0069, -0.0190], [0.0172, 0.0122, -0.0062], [0.1190, 0.0317, 0.1250], [0.0227, -0.0627, -0.0812], [-0.0061, 0.0038, 0.0075], [-0.0152, -0.0122, -0.0065], [-0.0220, 0.0019, 0.0079], [-0.2273, 0.0851, 0.0325], [0.1678, -0.0260, -0.0505], [-0.0327, -0.0036, -0.0183], [0.0983, -0.0069, 0.0281], [0.0868, -0.0021, 0.1408], [-0.1644, 0.0906, -0.1808], [0.1908, -0.1057, -0.0636], [-0.3950, -0.0581, 0.1825], [0.3323, 0.0668, -0.1841], [-0.0262, 0.0128, 0.0002], [-0.0078, -0.0032, 0.0062], [0.0109, -0.0393, 0.0315], [-0.0045, 0.0170, 0.0174], [-0.0039, -0.0123, -0.0122], [0.0078, 0.0000, -0.0058], [0.0052, 0.0288, 0.0217], [0.0115, 0.0037, 0.0059], [0.0080, 0.0040, 0.0053], [-0.0808, -0.1459, -0.0491], [0.1165, 0.0683, 0.1493], [-0.0088, -0.0093, -0.0976], [-0.0169, 0.0184, -0.0195], [0.0055, -0.0130, 0.0022], [0.0063, 0.0280, -0.0041], [-0.0051, 0.0152, 0.0062], [0.0093, 0.0020, 0.0242], [0.0078, -0.0052, -0.0030], [0.0060, 0.0045, 0.0040], [-0.0062, -0.0015, -0.0040], [-0.0141, -0.0091, -0.0158], [0.0014, 0.0019, 0.0007], [-0.0342, -0.0053, 0.0108], [0.0107, -0.0066, -0.0034], [-0.0029, 0.0046, -0.0001], [-0.0118, -0.0047, 0.0085], [0.0095, -0.0052, -0.0044], [0.0011, -0.0215, 0.0004]],
  "lowdin_charge": [1.81, -0.03, -0.10, -0.57, 0.05, -0.13, -0.10, -0.62, 0.08, -0.23, 0.08, 0.08, 0.12, 0.13, 0.13, 0.13, -0.03, -0.29, -0.17, -0.16, -0.38, -0.04, 0.11, 0.07, 0.11, 0.15, 0.14, 0.12, 0.15, 0.08, 0.11, 0.08, 1.33, -0.20, -0.37, 0.02, -0.03, -0.11, 0.10, -0.43, -0.25, 0.13, 0.11, 0.11, -0.08, -0.07, -0.04, -0.22, -0.03, -0.07, -0.10, -0.24, -0.31, -0.09, -0.09, -0.08, -0.07, -0.05, 0.11, 0.11, 0.11, 0.11, 0.11, 0.10, 0.11, 0.11, 0.11, 0.11, 0.13],
  "total_charge": 1,
  "e_above_lowest_kcal_mol": 5.2,
  "homo_lumo_gap_ev": 6.44,
  "energy_ev": -112796.9003,
  "largest_force_ev_per_a": 1.0
}



Copy entry 1 word for word.
{
  "formula": "C2H14NO4",
  "method": "wB97M-V/def2-TZVPD",
  "symbols": ["C", "C", "N", "H", "H", "H", "H", "H", "H", "H", "H", "O", "H", "H", "O", "H", "H", "O", "H", "H", "O"],
  "xyz": [[-0.1744, 1.3945, -1.3904], [0.0181, 0.5463, -2.3513], [-0.6670, 0.8837, -0.1018], [0.0452, 2.4387, -1.2604], [0.6467, 0.8223, -3.2893], [-0.1094, -0.5637, -2.2749], [-1.1846, 1.6635, 0.4560], [-1.3405, 0.1056, -0.2004], [0.0542, 0.7087, 0.6681], [-1.5177, 3.4562, 1.5109], [0.0470, 3.3765, 1.3821], [-0.7848, 2.9690, 1.2043], [-0.7078, -2.0834, 0.4176], [-1.6862, -2.0527, 1.6874], [-0.9960, -1.5383, 1.1219], [2.2714, -0.3748, 2.4157], [3.0508, -0.0477, 1.0281], [2.3712, -0.2525, 1.5538], [-0.6985, -3.7490, -1.1653], [0.7311, -3.6579, -1.6557], [0.1603, -3.4123, -0.9496]],
  "atomic_forces_ev_per_a": [[-0.0824, -0.0345, 2.1033], [2.4649, -1.2944, -2.9972], [-1.4390, 0.5718, 1.8482], [0.2087, 0.2201, -0.7937], [-1.6821, -0.1295, 1.6170], [-0.2837, 1.2184, 0.2395], [0.8925, -1.0509, -1.3927], [0.9883, -0.0922, 0.3542], [-0.5823, -0.6826, -1.6780], [-0.9433, 1.3908, 0.8313], [0.6312, 0.8092, 0.4615], [0.1125, -0.9271, -0.4873], [0.6770, -1.4499, -1.0063], [2.0245, 1.1799, -1.7335], [-2.6273, 0.1074, 2.7592], [0.8847, -0.5773, 5.4128], [4.5345, 1.0364, -1.5322], [-5.5925, -0.3292, -3.9732], [-0.6430, -0.5338, -0.3437], [0.7349, -0.3599, -0.8598], [-0.2780, 0.9271, 1.1708]],
  "lowdin_charge": [-0.16, 0.05, 0.10, 0.11, 0.12, 0.09, 0.11, 0.14, 0.16, 0.07, 0.08, 0.02, -0.03, 0.12, -0.07, -0.02, -0.02, 0.07, 0.04, 0.04, -0.02],
  "total_charge": 1,
  "e_above_lowest_kcal_mol": 52.4,
  "homo_lumo_gap_ev": 11.75,
  "energy_ev": -11973.1694,
  "largest_force_ev_per_a": 6.9
}